70
Properties=species:S:1:pos:R:3 method="wB97M-V/def2-TZVPD" total_charge=0 fmax_ev_per_a=1.177 homo_ev=-10.13 e_above_lowest_kcal_mol=1.60 lumo_ev=-1.94 orbital_gap_ev=8.189 smiles="NC1=CC(=O)C=C(CCCC(=O)O)C1=O.O=S1(=O)OCCO1.O=S1(=O)OCCO1.O=S1(=O)OCCO1.O=S1(=O)OCCO1" energy_ha=-3854.279578 spin_multiplicity=1
H -4.403 6.129 -0.998
O -5.337 0.171 -1.325
C 2.771 -1.703 0.328
H 0.776 3.761 5.744
C 3.800 -2.537 2.412
H 3.631 -3.094 -4.605
H 1.160 -0.466 2.210
C 1.443 -1.500 2.414
H 5.926 -4.740 2.058
O -4.171 2.324 -1.372
O -3.614 5.662 1.591
O 2.849 -1.067 -6.290
H 5.875 -3.216 -0.243
O 0.487 -1.506 -6.847
O 1.777 -4.849 0.018
H -6.935 -0.655 -2.321
C 0.662 -3.953 2.042
O 4.068 -1.923 -1.617
O -2.711 5.050 -0.554
C -5.509 0.302 -3.642
C 0.673 2.908 5.078
H 2.599 -2.430 -3.321
H 0.103 -2.213 0.926
H 0.643 4.215 3.345
O 2.257 -3.103 -7.513
S -5.439 1.746 -1.606
N 5.970 -3.762 2.332
H -4.462 0.186 -3.930
S -0.974 1.754 3.623
H 5.743 -3.738 3.325
S 1.721 -2.160 -6.598
C 2.815 -2.404 -4.382
H -5.403 -1.544 -2.490
H 4.146 -0.716 -4.704
O -3.896 3.359 0.786
C 5.012 -2.858 0.309
O -0.696 2.491 5.019
H -2.866 6.969 -1.318
H 2.541 -4.719 0.596
O -2.092 2.356 3.010
H 1.619 -4.156 2.534
C 0.619 -4.619 0.683
O -5.707 1.646 -3.189
H 1.271 2.076 5.456
C -5.854 -0.557 -2.444
O 0.356 2.237 2.868
C 3.967 -2.135 -0.427
C 2.685 -1.892 1.652
C 1.028 3.237 3.641
H -0.630 -2.240 2.501
O -6.616 2.253 -0.996
H -4.178 7.557 0.968
H -6.145 0.100 -4.500
H 2.098 3.196 3.456
S -2.932 4.383 0.892
H 1.568 -1.590 3.493
H 1.925 -1.254 -0.183
O -0.873 0.349 3.822
O -1.658 4.160 1.473
O 3.753 -2.659 3.615
O -0.418 -4.931 0.174
C -3.389 6.306 -0.633
H -2.426 7.255 1.061
H 2.446 -0.272 -4.432
C 3.115 -1.009 -4.880
O 1.662 -2.810 -5.140
C -3.394 6.826 0.790
C 0.301 -2.449 1.977
C 4.963 -3.070 1.635
H -0.094 -4.463 2.639

***

58
Properties=species:S:1:pos:R:3 method="wB97M-V/def2-TZVPD" total_charge=+1 fmax_ev_per_a=0.128 homo_ev="-11.11 / -11.55" lumo_ev="-2.07 / -3.68" orbital_gap_ev="9.045 / 7.866" energy_ha=-3488.737726 spin_multiplicity=2
N -3.423 0.354 1.448
C 3.067 1.901 0.907
H -4.036 -1.519 -0.145
H 2.577 1.954 1.880
H -6.423 1.192 0.922
N -4.357 1.060 0.760
Cu 0.837 -0.519 -0.082
C -4.021 -0.440 2.379
P 1.541 -0.702 -2.303
H -3.054 2.846 0.138
H -0.046 0.787 -3.319
H 5.241 -0.228 1.285
H -3.450 -1.115 2.996
H -1.245 4.354 -1.276
C -1.167 -2.702 -1.133
C -1.160 0.355 3.394
H 3.962 -0.537 2.463
C 2.218 -2.281 -2.901
H 4.285 -1.723 1.191
H 2.951 -2.676 -2.198
H 2.689 -2.151 -3.876
H 2.555 1.473 -2.390
C -0.039 2.498 -1.031
H 3.446 0.353 -3.408
H 4.397 -0.783 -1.399
H 4.734 0.932 -1.261
C -5.370 -0.216 2.323
H -6.134 -0.662 2.934
C 0.866 -0.396 3.046
H 1.415 -3.011 -2.998
C -2.553 -2.857 -1.155
H -2.088 0.755 3.765
H 0.238 0.212 5.093
C -1.134 3.352 -0.902
H 4.087 2.277 0.991
C 2.953 0.457 -2.439
H 0.793 -0.193 -4.553
C 0.341 -0.202 -3.560
H 0.899 2.684 -1.532
C -5.519 0.735 1.292
C -2.055 2.617 -0.184
C -3.029 -1.805 -0.400
P 3.053 0.179 0.333
H -3.126 -3.628 -1.638
H 1.881 -0.747 3.122
C 4.247 -0.658 1.420
N -0.271 1.329 -0.442
N -1.522 1.409 0.073
B -2.016 0.205 0.915
H 2.501 2.528 0.220
C 3.927 0.197 -1.283
N 0.236 -0.415 1.875
N -0.833 -1.636 -0.411
H -0.403 -3.321 -1.575
C 0.024 0.087 4.047
H -0.494 -0.904 -3.551
N -1.019 0.029 2.097
N -1.978 -1.087 0.037

***

54
Properties=species:S:1:pos:R:3 method="wB97M-V/def2-TZVPD" total_charge=+1 fmax_ev_per_a=5.976 homo_ev=-11.46 lumo_ev=-5.03 orbital_gap_ev=6.430 energy_ha=-6932.172394 spin_multiplicity=1
H -3.091 -1.268 -1.478
H -3.085 -2.460 -2.960
H -2.882 0.238 0.754
H 0.310 3.977 -0.111
C 2.101 -0.913 -0.441
C -1.978 -3.177 -1.164
H -5.469 -1.220 -1.069
H 3.839 -1.814 -1.486
H -3.045 -3.318 0.896
C 2.738 0.781 1.579
C -1.942 1.427 -1.023
C 4.555 -1.521 0.588
H 3.054 1.428 3.649
H 6.106 2.889 0.735
H -4.416 0.648 -1.879
H -3.297 2.019 0.645
H -1.143 -3.116 1.010
H -0.928 -3.572 -1.372
H -0.819 -1.739 -3.606
C 5.767 3.596 1.497
H -4.684 -0.989 0.609
C 1.738 0.281 0.458
Br 4.611 -2.552 2.295
C -4.561 0.840 -0.744
C 3.389 -1.816 -0.417
Cl 1.425 -2.692 -2.461
O 5.458 -0.657 0.433
H 3.047 -2.912 -0.253
O -0.338 3.983 0.646
H 5.725 2.273 2.915
H -1.689 2.550 -0.892
C -0.161 -0.649 -1.665
H -1.752 -0.207 -3.282
C 0.384 1.100 0.309
Br -1.628 2.060 2.939
C -5.336 -0.488 -0.181
P 0.121 2.546 1.523
C -0.583 0.617 -0.807
H 5.075 4.308 1.046
C -2.460 -1.975 -2.115
O 5.092 2.896 2.534
H -6.402 -0.251 0.176
H -2.386 1.349 -2.076
H 6.621 4.135 1.912
H -5.203 1.781 -0.671
C -2.105 -2.855 0.424
N 1.096 -1.311 -1.450
H 3.702 1.308 1.218
C 2.602 0.604 2.981
H -2.226 -1.721 0.512
H 2.124 -0.332 3.430
H -2.691 -4.070 -1.356
C -1.248 -1.109 -2.759
C -3.127 1.067 0.009

***

51
Properties=species:S:1:pos:R:3 method="wB97M-V/def2-TZVPD" total_charge=+2 fmax_ev_per_a=0.967 homo_ev=-15.07 e_above_lowest_kcal_mol=0.00 lumo_ev=-8.77 orbital_gap_ev=6.300 energy_ha=-4874.341982 spin_multiplicity=1
C 0.202 2.828 1.866
C -0.043 2.205 3.100
Si -2.916 1.823 -1.021
H -2.667 -1.074 -3.100
C 0.893 4.220 -0.470
H -3.171 3.119 1.091
C -0.099 2.823 4.308
H -1.882 -2.619 -2.830
H -1.442 -2.457 1.445
H -4.063 -3.090 -0.230
H 1.176 4.747 -1.370
C 0.632 2.841 -0.526
C -1.161 -2.537 0.388
H -3.612 4.038 -0.332
H -1.774 3.100 -2.814
H -2.427 0.395 0.983
C 0.791 4.893 0.721
H 0.710 2.335 -1.478
Br -0.245 0.266 3.035
H -5.258 2.135 -1.551
H 1.476 -0.240 -2.625
H -2.634 1.723 -3.484
H -5.133 0.866 -0.343
H -4.400 -1.625 0.677
H -0.940 -1.135 -2.772
H -4.788 0.517 -2.045
H -4.766 -1.698 -1.049
H -0.288 2.285 5.226
C 0.126 4.218 4.324
H -1.915 3.847 0.077
C -2.047 0.334 -0.068
C -2.015 2.049 -2.647
C -4.051 -1.998 -0.287
H 0.095 4.740 5.270
H 0.992 5.956 0.758
C -4.677 1.257 -1.253
O 0.605 -0.183 -0.776
C -2.875 3.334 0.061
H 2.586 -0.503 -1.221
H 0.598 5.956 3.194
H -1.280 -3.597 0.147
C 1.623 -0.732 -1.668
C 0.456 4.220 1.921
C 0.403 4.892 3.168
H -1.084 1.483 -2.708
Si -2.305 -1.504 -0.695
C -1.901 -1.575 -2.507
C 0.254 2.151 0.611
H -0.081 -2.367 0.303
H 1.433 -1.801 -1.726
V -0.315 0.307 0.526